1.
Entry from the OMol25 dataset: one molecule with the formula C20H29NO4 (ωB97M-V/def2-TZVPD).

Values from the calculation:
E_LUMO in Eh: 0.027
Energy above the lowest of the compared OMol25 structures with the same formula, charge and spin in kcal per mole: 6.9
SMILES string: CCOC(=O)C1(CCCc2ccccc2)CCN(C(=O)COC)CC1
Highest occupied orbital energy in eV: -9.169
Frontier orbital gap in eV: 9.90

Each atom is followed by the atoms it is bonded to, with distances in Å.
Geometry (Å):
1 C -3.307 -2.889 -0.689  C2 1.516, H52 1.086, H53 1.087, H54 1.087
2 C -2.308 -2.411 0.347  C1 1.516, H3 1.096, H4 1.094, O5 1.429
3 H -1.696 -3.238 0.724  C2 1.096
4 H -2.811 -1.938 1.196  C2 1.094
5 O -1.446 -1.453 -0.271  C2 1.429, C6 1.332
6 C -0.575 -0.830 0.521  O5 1.332, O7 1.205, C8 1.529
7 O -0.509 -1.011 1.710  C6 1.205
8 C 0.368 0.064 -0.284  C6 1.529, C9 1.534, C25 1.546, C32 1.542
9 C 1.385 0.702 0.670  C8 1.534, H10 1.092, H11 1.088, C12 1.529
10 H 1.776 -0.080 1.324  C9 1.092
11 H 0.907 1.441 1.311  C9 1.088
12 C 2.550 1.347 -0.080  C9 1.529, N13 1.444, H30 1.097, H31 1.087
13 N 3.209 0.363 -0.907  C12 1.444, C14 1.347, C24 1.448
14 C 4.468 -0.098 -0.777  N13 1.347, O15 1.219, C16 1.535
15 O 4.925 -0.960 -1.507  C14 1.219
16 C 5.344 0.535 0.312  C14 1.535, O17 1.410, H22 1.094, H23 1.099
17 O 4.804 0.474 1.613  C16 1.410, C18 1.408
18 C 4.733 -0.837 2.120  O17 1.408, H19 1.096, H20 1.088, H21 1.095
19 H 5.732 -1.283 2.194  C18 1.096
20 H 4.292 -0.760 3.112  C18 1.088
21 H 4.110 -1.481 1.490  C18 1.095
22 H 5.496 1.596 0.090  C16 1.094
23 H 6.315 0.022 0.271  C16 1.099
24 C 2.331 -0.228 -1.894  N13 1.448, C25 1.528, H28 1.095, H29 1.092
25 C 1.133 -0.897 -1.223  C8 1.546, C24 1.528, H26 1.093, H27 1.090
26 H 1.498 -1.743 -0.635  C25 1.093
27 H 0.455 -1.282 -1.985  C25 1.090
28 H 2.003 0.554 -2.588  C24 1.095
29 H 2.911 -0.967 -2.451  C24 1.092
30 H 2.183 2.151 -0.729  C12 1.097
31 H 3.249 1.766 0.640  C12 1.087
32 C -0.449 1.071 -1.119  C8 1.542, C33 1.530, H50 1.091, H51 1.091
33 C -0.975 2.304 -0.382  C32 1.530, H34 1.093, H35 1.092, C36 1.529
34 H -1.472 2.943 -1.116  C33 1.093
35 H -0.138 2.882 0.015  C33 1.092
36 C -1.940 2.010 0.766  C33 1.529, C37 1.506, H48 1.092, H49 1.096
37 C -3.204 1.277 0.399  C36 1.506, C38 1.389, C42 1.391
38 C -3.810 1.388 -0.845  C37 1.389, C39 1.385, H47 1.079
39 C -4.995 0.726 -1.118  C38 1.385, C40 1.384, H46 1.081
40 C -5.602 -0.050 -0.148  C39 1.384, C41 1.385, H45 1.080
41 C -5.014 -0.160 1.101  C40 1.385, C42 1.383, H44 1.081
42 C -3.826 0.496 1.368  C37 1.391, C41 1.383, H43 1.081
43 H -3.370 0.404 2.344  C42 1.081
44 H -5.482 -0.761 1.868  C41 1.081
45 H -6.527 -0.565 -0.361  C40 1.080
46 H -5.447 0.822 -2.095  C39 1.081
47 H -3.366 2.000 -1.616  C38 1.079
48 H -1.425 1.441 1.542  C36 1.092
49 H -2.230 2.967 1.215  C36 1.096
50 H 0.170 1.424 -1.945  C32 1.091
51 H -1.291 0.527 -1.552  C32 1.091
52 H -3.967 -3.628 -0.244  C1 1.086
53 H -3.901 -2.050 -1.043  C1 1.087
54 H -2.789 -3.336 -1.533  C1 1.087

Results of the natural (NBO) charge analysis, in e, for atoms 1 through 5: C -0.626; C -0.070; H 0.183; H 0.198; O -0.526

---

2.
Entry from the OMol25 dataset: one molecule with the formula C6H6N2 at a distorted geometry (ωB97M-V/def2-TZVPD).

Values from the calculation:
E_LUMO (spin up / spin down) in Eh: -0.025 / -0.025
Energy above the lowest of the compared OMol25 structures with the same formula, charge and spin in kcal per mole: 146.8
Highest occupied orbital energy (spin up / spin down) in eV: -8.190 / -8.192
Frontier orbital gap (spin up / spin down) in eV: 7.50 / 7.51

Each atom is followed by the atoms it is bonded to, with distances in Å.
Geometry (Å):
1 C 0.324 0.023 -0.992  C2 1.870, C4 1.375, N5 1.393, C7 1.445
2 C 1.086 0.578 0.622  C1 1.870, N5 1.322, N6 1.398, H9 1.100
3 C -0.353 0.817 2.396  N6 1.261, H10 1.084, H11 1.095
4 C 1.021 -0.680 -1.947  C1 1.375, H12 1.080, H13 1.079
5 N 0.377 1.224 -0.288  C1 1.393, C2 1.322
6 N 0.833 0.667 1.994  C2 1.398, C3 1.261
7 C -1.008 -0.533 -1.048  C1 1.445, C8 1.205
8 C -2.143 -0.908 -0.895  C7 1.205, H14 1.056
9 H 2.106 0.198 0.463  C2 1.100
10 H -0.525 0.964 3.455  C3 1.084
11 H -1.222 0.792 1.731  C3 1.095
12 H 2.071 -0.882 -1.793  C4 1.080
13 H 0.584 -1.050 -2.861  C4 1.079
14 H -3.153 -1.210 -0.836  C8 1.056

Results of the natural (NBO) charge analysis, in e, for atoms 1 through 5: C 0.032; C 0.302; C 0.043; C -0.395; N -0.449

---

Number 1: DFT total energy -30891.6065 eV. Number 2: DFT total energy -9292.3780 eV.